Model a:
Below is one molecule with the formula C4H7NOS2, with properties calculated with ωB97M-V/def2-TZVPD.

Output
- Lowest unoccupied orbital energy: 0.6 eV
- Structure (SMILES): ON1CC[C@H](S)C1=S
- HOMO energy: -8.815 eV

CARTESIAN COORDINATES (ANGSTROEM)
O (-1.60740, 1.73725, -1.12891)
H (-0.48349, 0.29019, -2.82468)
C (0.27488, 0.56507, -2.04449)
H (2.06613, -0.71821, -1.86870)
C (-0.15829, 0.46065, 0.24975)
S (0.95670, -1.99829, 0.96814)
S (-0.99269, 0.73671, 1.63705)
C (1.06393, -0.66601, -1.50022)
H (1.90705, 0.09468, 0.31232)
H (0.31770, -1.33345, 2.00218)
C (0.98643, -0.47781, 0.02652)
N (-0.42651, 1.02166, -0.91178)
H (0.59183, -1.62537, -1.75353)
H (0.97646, 1.33071, -2.32186)
H (-1.95680, 1.80564, -0.20422)

Results of the Mulliken charge analysis, in e, for atoms 1 through 8:
1 O -0.387
2 H 0.329
3 C -0.647
4 H 0.342
5 C 0.090
6 S -0.213
7 S -0.539
8 C -0.740

***

Model b:
Below is one molecule with the formula C4H7NOS2, with properties calculated with ωB97M-V/def2-TZVPD.

Output
- Lowest unoccupied orbital energy: 0.1 eV
- Structure (SMILES): O[C@]1(CS)CNC1=S
- HOMO energy: -8.826 eV

CARTESIAN COORDINATES (ANGSTROEM)
C (0.91266, 0.94287, -0.02972)
H (-1.17078, 1.95484, -0.33442)
H (-1.00847, 0.28461, 2.05194)
H (0.70945, -1.79253, -0.87259)
S (1.11950, 2.51395, 0.37483)
O (-0.43475, -0.50230, 1.74368)
H (-2.03982, -1.20727, -0.12947)
C (-1.41520, -0.34111, -0.42599)
N (1.63800, 0.10230, -0.84061)
H (1.78295, -1.68331, 0.69593)
C (1.13952, -1.16249, -0.12685)
C (-0.16149, -0.28152, 0.37149)
H (-1.30423, -0.43775, -1.58455)
S (-2.46720, 1.32838, -0.15576)
H (2.69986, 0.28132, -0.73791)

Results of the Mulliken charge analysis, in e, for atoms 1 through 8:
1 C -0.167
2 H 0.172
3 H 0.413
4 H 0.344
5 S -0.277
6 O -0.569
7 H 0.383
8 C -0.858

***

Most stable structure: model a

***

Model a:
Below is one molecule with the formula C3H7NOS, with properties calculated with ωB97M-V/def2-TZVPD.

Output
- Lowest unoccupied orbital energy: 0.8 eV
- Structure (SMILES): CSCC(N)=O
- HOMO energy: -8.964 eV

CARTESIAN COORDINATES (ANGSTROEM)
N (2.16375, -1.03776, -0.00605)
H (1.56857, -1.25393, -0.87330)
H (-2.41778, 1.78767, -0.96505)
C (-2.12758, 0.71456, -0.96914)
H (0.06784, 1.18357, 1.00077)
C (1.56213, -0.33570, 0.93648)
H (-0.68947, -0.38606, 1.01745)
H (3.06377, -1.56027, 0.19601)
H (-2.42744, 0.19356, -0.03424)
C (0.14577, 0.19274, 0.55404)
O (2.01265, -0.16453, 2.09712)
H (-2.62185, 0.21083, -1.80800)
S (-0.30037, 0.45533, -1.14609)

Results of the Mulliken charge analysis, in e, for atoms 1 through 8:
1 N -0.366
2 H 0.183
3 H 0.254
4 C -0.729
5 H 0.327
6 C 0.493
7 H 0.281
8 H 0.263

***

Model b:
Below is one molecule with the formula C3H7NOS, with properties calculated with ωB97M-V/def2-TZVPD.

Output
- Lowest unoccupied orbital energy: 0.5 eV
- Structure (SMILES): N[C@H](C=O)CS
- HOMO energy: -9.340 eV

CARTESIAN COORDINATES (ANGSTROEM)
H (-0.67411, -0.30926, 1.94756)
C (-0.29005, 0.10252, 0.06140)
H (-0.63553, -1.40065, -1.53270)
H (-0.40337, 0.95863, -0.63780)
S (2.12999, 0.70829, -1.31716)
H (-1.79400, 0.75035, 1.34312)
H (1.38178, 1.86758, -1.44066)
H (1.57032, 0.36596, 0.99890)
H (1.46272, -1.14560, 0.00209)
O (-2.15063, -1.29524, -0.25740)
N (-0.81019, 0.50902, 1.36050)
C (-1.01429, -1.02144, -0.57767)
C (1.22735, -0.09016, 0.04981)

Results of the Mulliken charge analysis, in e, for atoms 1 through 8:
1 H 0.267
2 C 0.394
3 H 0.364
4 H 0.128
5 S -0.205
6 H 0.269
7 H 0.133
8 H 0.358

***

Model c:
Below is one molecule with the formula C3H7NOS, with properties calculated with ωB97M-V/def2-TZVPD.

Output
- Lowest unoccupied orbital energy: 0.9 eV
- HOMO energy: -9.150 eV

CARTESIAN COORDINATES (ANGSTROEM)
H (2.26775, 0.66778, -0.17396)
H (-0.07049, -1.78046, -0.97516)
O (-3.06343, -0.07081, 0.38137)
C (-0.55892, -1.04340, -0.28901)
C (-0.63007, 1.20513, -0.10500)
N (0.35490, 0.04461, -0.47408)
H (-0.65301, 1.40408, 0.99974)
H (1.57735, -0.01338, 1.23472)
H (2.32770, -0.97239, -0.22610)
S (-2.01898, 0.06129, -0.64906)
H (-0.42386, 2.19545, -0.57971)
C (1.65661, -0.15181, 0.18336)
H (-0.76555, -1.54608, 0.67290)

Results of the Mulliken charge analysis, in e, for atoms 1 through 8:
1 H 0.340
2 H 0.387
3 O -0.573
4 C -0.500
5 C -0.453
6 N -0.190
7 H 0.286
8 H 0.376

***

Most stable structure: model a

***

Model a:
Below is C3H7NOS as an isolated structure, with properties calculated with ωB97M-V/def2-TZVPD.

Output
- Lowest unoccupied orbital energy: 0.4 eV
- HOMO energy: -8.629 eV

CARTESIAN COORDINATES (ANGSTROEM)
H (-0.92825, -1.97153, 1.78882)
O (-2.01856, 0.33456, 1.15712)
H (1.36776, 1.02819, 1.56524)
H (1.07344, 1.97704, -1.27206)
N (-0.45618, -1.83374, 0.93312)
C (-0.15464, 0.06700, -1.08515)
H (-0.87468, 0.67519, -1.70971)
S (-0.52000, -0.04612, 0.64448)
H (0.06739, -0.82725, -1.72077)
H (-1.25965, -2.18095, 0.39638)
H (2.02768, 0.58828, -0.81694)
C (0.63453, 1.23146, 0.79842)
C (1.04116, 0.95788, -0.67895)

Results of the Mulliken charge analysis, in e, for atoms 1 through 8:
1 H 0.310
2 O -0.611
3 H 0.219
4 H 0.250
5 N -0.638
6 C -0.400
7 H 0.283
8 S 0.650

***

Model b:
Below is one molecule with the formula C3H7NOS, with properties calculated with ωB97M-V/def2-TZVPD.

Output
- Lowest unoccupied orbital energy: 0.4 eV
- Structure (SMILES): C[C@H](O)C(N)=S
- HOMO energy: -8.404 eV

CARTESIAN COORDINATES (ANGSTROEM)
S (-1.35563, -0.86194, -1.98185)
H (1.78561, 0.03020, -2.18052)
N (1.16440, 0.26382, -1.26278)
H (1.29875, -0.84025, 1.46549)
C (0.00747, -0.45860, -1.09541)
H (-0.41552, -1.42799, 0.77840)
O (1.09391, 0.11189, 1.06301)
H (-1.84663, 0.55589, -0.25238)
H (-1.80330, 0.61169, 1.92747)
C (-1.17374, 0.63012, 0.88564)
C (-0.13409, -0.40975, 0.56117)
H (-0.57058, 1.48478, 0.65224)
H (1.94933, 0.31012, -0.56048)

Results of the Mulliken charge analysis, in e, for atoms 1 through 8:
1 S -0.289
2 H 0.286
3 N -0.443
4 H 0.402
5 C 0.002
6 H 0.393
7 O -0.607
8 H 0.188

***

Most stable structure: model b

***

Model a:
Below is one molecule with the formula C3H7NOS, with properties calculated with ωB97M-V/def2-TZVPD.

Output
- Lowest unoccupied orbital energy: 0.9 eV
- Structure (SMILES): N[C@H](C=O)CS
- HOMO energy: -9.278 eV

CARTESIAN COORDINATES (ANGSTROEM)
O (1.94439, 0.92462, -1.65977)
H (-1.06209, -1.49370, 0.55634)
C (-0.07081, 0.00086, -0.64401)
H (1.94787, -0.91146, -0.80902)
H (-0.37141, 1.04108, -0.53158)
H (-1.81385, 0.93892, 1.35036)
N (-0.67152, -0.73708, -1.75565)
H (0.60822, -1.11311, 1.05311)
H (-0.06933, -1.51446, -1.96224)
H (-0.73773, -0.15026, -2.57218)
C (-0.33396, -0.69896, 0.67456)
C (1.43201, 0.05489, -1.03110)
S (-0.92309, 0.31120, 2.11416)

Results of the Mulliken charge analysis, in e, for atoms 1 through 8:
1 O -0.449
2 H 0.397
3 C 0.473
4 H 0.322
5 H 0.356
6 H 0.111
7 N -0.697
8 H 0.285

***

Model b:
Below is one molecule with the formula C3H7NOS, with properties calculated with ωB97M-V/def2-TZVPD.

Output
- Lowest unoccupied orbital energy: 0.8 eV
- Structure (SMILES): CSC(=O)CN
- HOMO energy: -9.450 eV

CARTESIAN COORDINATES (ANGSTROEM)
H (3.09641, 0.47153, 0.94466)
H (3.32920, 0.29221, -0.84866)
H (-2.42896, 0.41421, -1.09781)
O (-0.23634, 1.12917, 0.10382)
N (-2.58775, -0.04148, -0.23458)
C (-1.37571, -0.83268, 0.21171)
C (2.61308, 0.45449, -0.04592)
H (-1.48320, -1.28760, 1.16578)
S (1.37632, -0.92378, -0.08612)
H (-1.19676, -1.71047, -0.42640)
C (-0.15104, -0.05573, 0.05885)
H (-2.98718, 0.65417, 0.36573)
H (2.03195, 1.43594, -0.11106)

Results of the Mulliken charge analysis, in e, for atoms 1 through 8:
1 H 0.263
2 H 0.296
3 H 0.237
4 O -0.519
5 N -0.601
6 C -0.566
7 C -0.710
8 H 0.336

***

Model c:
Below is one molecule with the formula C3H7NOS, with properties calculated with ωB97M-V/def2-TZVPD.

Output
- Lowest unoccupied orbital energy: 0.7 eV
- Structure (SMILES): NC(=O)CCS
- HOMO energy: -9.297 eV

CARTESIAN COORDINATES (ANGSTROEM)
H (-0.71207, 1.34318, -0.34792)
H (-2.34438, 1.20307, -2.32842)
H (-0.11443, -1.66172, -0.65593)
H (1.94369, 0.57692, 2.20849)
C (0.14872, -0.66095, -0.33339)
H (0.95193, -0.32250, -0.98563)
S (-1.62080, 0.09270, -2.19218)
O (0.34928, -1.45419, 1.93762)
C (-1.02359, 0.30045, -0.47597)
H (-1.82867, 0.05837, 0.21764)
H (1.94503, 0.90632, 0.57509)
N (1.61327, 0.29941, 1.30290)
C (0.69202, -0.68107, 1.07770)

Results of the Mulliken charge analysis, in e, for atoms 1 through 8:
1 H 0.313
2 H 0.123
3 H 0.403
4 H 0.216
5 C -0.812
6 H 0.342
7 S -0.253
8 O -0.592

***

Most stable structure: model c

***

Model a:
Below is an isolated ion of composition C4H8NO and charge +1, with properties calculated with ωB97M-V/def2-TZVPD.

Output
- Total charge: +1
- ⟨S²⟩: 2.006
- Lowest unoccupied orbital energy (spin up / spin down): -4.3 / -6.3 eV
- HOMO energy (spin up / spin down): -9.133 / -15.799 eV
- Spin multiplicity: 3

CARTESIAN COORDINATES (ANGSTROEM)
H (0.29657, 1.55911, -0.63203)
H (-2.62093, -0.00323, -0.50568)
H (1.95051, 0.20396, 1.26960)
H (2.64818, -0.84260, -0.97526)
H (0.89969, 0.32209, -1.73019)
C (-1.15574, 0.05469, 0.80617)
O (2.05360, -1.22220, -0.17199)
C (0.61396, 0.55290, -0.71044)
H (-0.94932, 0.23712, 1.82046)
C (1.31131, -0.14769, 0.36473)
H (1.29633, -1.81198, -0.55958)
C (-2.40455, 0.21282, 0.44758)
N (-0.10673, -0.46561, 0.04470)
H (-3.19865, 0.56933, 1.10401)

Results of the Mulliken charge analysis, in e, for atoms 1 through 8:
1 H 0.309
2 H 0.405
3 H 0.378
4 H 0.498
5 H 0.234
6 C 0.034
7 O -0.385
8 C -0.305

***

Model b:
Below is a 2-piece molecular cluster, C4H8NO overall, with properties calculated with ωB97M-V/def2-TZVPD.

Output
- Total charge: +1
- ⟨S²⟩: 2.014
- Lowest unoccupied orbital energy (spin up / spin down): -4.6 / -9.2 eV
- HOMO energy (spin up / spin down): -10.997 / -17.146 eV
- Spin multiplicity: 3

CARTESIAN COORDINATES (ANGSTROEM)
H (-1.86802, 0.47175, -0.39976)
C (0.84874, 1.28384, -0.37926)
C (-1.54316, -0.48526, 0.09334)
C (2.81971, -0.88641, 0.27880)
H (0.13768, -1.81906, 0.42264)
H (-1.83867, -0.43042, 1.14892)
N (0.93914, -0.10759, 0.05863)
H (1.68301, 1.45982, -0.94257)
C (-0.08633, -0.80017, 0.05108)
H (0.87892, 1.91374, 0.55361)
H (-2.13848, -1.39575, -0.21326)
O (3.35777, 0.02047, -0.15860)
H (2.66054, -1.88293, 0.58662)
H (-0.09386, 1.37293, -0.80368)

Results of the Mulliken charge analysis, in e, for atoms 1 through 8:
1 H 0.377
2 C -0.830
3 C -1.070
4 C 0.014
5 H 0.269
6 H 0.318
7 N 0.043
8 H 0.346

***

Most stable structure: model b

***

Model a:
Below is one molecule with the formula C3H2N2O2, with properties calculated with ωB97M-V/def2-TZVPD.

Output
- Lowest unoccupied orbital energy: -0.9 eV
- HOMO energy: -8.933 eV

CARTESIAN COORDINATES (ANGSTROEM)
C (-0.75125, 0.60028, 0.66408)
C (-2.04880, 0.71054, 0.01265)
O (1.79922, -2.17427, -0.70333)
O (-2.79774, -0.22876, -0.14145)
N (1.88890, -1.49248, 0.27786)
H (-2.35320, 1.75069, -0.21160)
N (0.36520, 0.31199, 0.26830)
C (1.54121, -0.07706, 0.02756)
H (2.35646, 0.59909, -0.19407)

Results of the Mulliken charge analysis, in e, for atoms 1 through 8:
1 C 0.026
2 C 0.096
3 O -0.211
4 O -0.456
5 N 0.004
6 H 0.299
7 N -0.074
8 C -0.034

***

Model b:
Below is one molecule with the formula C3H2N2O2, with properties calculated with ωB97M-V/def2-TZVPD.

Output
- Lowest unoccupied orbital energy: -2.0 eV
- Structure (SMILES): N#CC(=O)C(N)=O
- HOMO energy: -10.658 eV

CARTESIAN COORDINATES (ANGSTROEM)
C (0.14364, 0.43241, 0.30376)
N (1.91493, -2.25414, -0.68985)
C (-0.03555, -0.53395, -0.81497)
H (-0.73200, 1.78774, 1.38519)
O (1.00432, -0.06463, 1.24739)
H (-1.56762, 1.39019, 0.04816)
C (1.21588, -1.21231, -0.88507)
N (-0.67391, 1.38778, 0.50972)
O (-1.26970, -0.93310, -1.10433)

Results of the Mulliken charge analysis, in e, for atoms 1 through 8:
1 C 0.431
2 N -0.360
3 C 0.591
4 H 0.259
5 O -0.550
6 H 0.261
7 C 0.195
8 N -0.340

***

Most stable structure: model b